DFT (ωB97M-V with the def2-TZVPD basis set) results for the ion C7H21OP2 with charge -1.

For the lowest unoccupied orbital energy, the calculation gives 0.130 Ha. For the frontier orbital gap, the calculation gives 6.2 eV. As for the net charge: -1.

Last column: Mulliken charge in e.
Cartesian coordinates (Å):
C  2.734810  1.265002  0.961542  -1.072
C  3.204125  -0.183690  1.052948  -0.294
O  2.143845  -1.084558  1.250286  -0.330
C  1.436970  -1.407450  0.055683  -0.081
C  0.109890  -2.032697  0.400664  -1.487
P  -1.146455  -1.009095  1.444807  -0.176
P  -2.362082  -0.173646  -0.418935  -0.121
C  -2.533579  1.576038  0.202504  -1.136
C  -1.129680  0.207233  -1.766489  -0.188
C  -1.739733  0.955674  -2.950934  -1.317
H  2.272689  1.482105  -0.001771  0.224
H  1.986858  1.442387  1.734915  0.251
H  3.571874  1.952881  1.103904  0.408
H  3.879326  -0.306676  1.904118  0.339
H  3.770189  -0.458329  0.147216  0.277
H  2.076960  -2.086231  -0.534797  0.300
H  1.279343  -0.503911  -0.545893  0.167
H  -0.404122  -2.295977  -0.531535  0.490
H  0.268778  -2.963197  0.956836  0.447
H  -0.322675  0.223413  1.384246  -0.268
H  -2.188127  -0.269538  2.198457  0.125
H  -1.999944  -2.214947  1.429303  0.028
H  -0.503572  -1.427623  2.690002  0.004
H  -3.532686  1.981175  0.036905  0.327
H  -1.807969  2.242857  -0.267698  0.275
H  -2.345408  1.570011  1.283256  0.394
H  -0.306474  0.798015  -1.345874  -0.009
H  -0.694045  -0.733568  -2.118084  0.377
H  -1.028218  1.086385  -3.773288  0.399
H  -2.610296  0.419919  -3.335679  0.382
H  -2.080594  1.948037  -2.646613  0.266

Forces on atoms 1 to 3 (eV/Å):
C -0.020 -0.065 0.034
C -0.022 -0.015 -0.139
O 0.083 -0.054 0.088